{"formula": "C2H2N4O3S2", "method": "ωB97M-V/def2-TZVPD", "elements": ["S", "S", "O", "O", "O", "N", "N", "N", "N", "C", "C", "H", "H"], "positions_angstrom": [[3.4119, 0.0953, -1.7999], [2.6226, 0.8102, -3.7544], [-0.0343, -1.9208, -2.4485], [-0.2359, -1.3423, -4.6436], [-1.4022, 1.5471, -1.1144], [1.9280, 0.3087, -1.0679], [-0.2562, -0.1046, -0.0577], [-0.4344, 0.8551, -0.9474], [1.1155, 1.3474, -3.0672], [-0.1742, -1.6264, -3.5603], [1.1379, 0.9247, -1.8559], [0.8562, -0.1957, 0.0484], [-1.0808, -0.6869, 0.1968]], "lowdin_charge": [0.55, 0.53, 0.17, 0.24, 0.11, -0.48, 0.14, -0.18, -0.31, -0.46, -0.61, 0.13, 0.16], "e_homo_ev": -7.031, "gap_ev": 5.83}

***

{"formula": "C4H10FN3", "method": "ωB97M-V/def2-TZVPD", "elements": ["F", "N", "N", "N", "C", "C", "C", "C", "H", "H", "H", "H", "H", "H", "H", "H", "H", "H"], "positions_angstrom": [[-1.1250, 0.2722, -1.8676], [1.4935, -0.7739, 1.6011], [-1.9901, 0.1164, 1.3470], [1.4214, -0.7762, -1.1920], [-0.8172, -0.1030, 0.5006], [-0.5333, 0.7480, -0.7610], [0.9651, 0.4620, -0.5352], [0.6444, 0.2138, 0.9644], [0.7487, 1.1613, 1.5055], [1.2534, -0.9286, 2.5737], [-0.8499, 1.7706, -0.5710], [1.3588, -1.6528, 1.1179], [2.3679, -0.9100, -0.8850], [-2.1507, 1.1379, 1.5062], [1.3304, -0.7033, -2.1934], [-0.8388, -1.1919, 0.2745], [-2.7750, -0.3365, 0.8646], [1.6529, 1.3141, -0.6897]], "lowdin_charge": [0.03, 0.05, 0.03, 0.06, -0.31, -0.28, -0.28, -0.31, 0.14, 0.07, 0.15, 0.06, 0.07, 0.08, 0.08, 0.15, 0.07, 0.13], "e_homo_ev": -8.846, "gap_ev": 9.93, "smiles": "N[C@@H]1[C@H](N)[C@@H](N)[C@@H]1F"}

***

{"formula": "C28H22Cl2IrN2O3P", "method": "ωB97M-V/def2-TZVPD", "elements": ["Ir", "Cl", "Cl", "P", "O", "O", "O", "N", "N", "C", "C", "C", "C", "C", "C", "C", "C", "C", "C", "C", "C", "C", "C", "C", "C", "C", "C", "C", "C", "C", "C", "C", "C", "C", "C", "C", "C", "H", "H", "H", "H", "H", "H", "H", "H", "H", "H", "H", "H", "H", "H", "H", "H", "H", "H", "H", "H", "H", "H"], "positions_angstrom": [[-1.7969, -0.1110, 0.3400], [-4.0446, -0.8516, -0.3580], [-6.6227, -1.0609, 1.0234], [0.3198, -1.1329, -0.3944], [-1.8549, 2.5484, 3.2729], [-1.0112, 1.7945, -1.0495], [-2.2390, -0.2702, 3.0808], [-1.0864, -0.5811, 2.3970], [-1.5511, 1.9554, 1.0921], [3.2979, -3.1614, 1.4976], [0.8077, -2.1146, 2.2648], [-0.0260, -2.3694, -1.6852], [2.5093, -2.4850, 0.5750], [-0.4947, 4.9872, -0.6511], [-1.0562, -2.8309, -3.8203], [2.2709, 0.8198, -0.2069], [-0.3575, 6.2444, -0.0626], [1.7122, 0.1780, -2.4742], [-0.4098, -1.5867, 2.8253], [3.1576, 1.7563, -0.7025], [3.3156, 1.9179, -2.0735], [-0.8983, 3.9551, 0.1738], [-5.1732, -1.9308, 0.4866], [-0.0150, -4.6031, -2.5685], [-1.0186, 5.3995, 2.1300], [-0.6239, 6.4483, 1.2886], [-1.1435, 2.5312, -0.0684], [1.6136, -2.8316, 3.1670], [2.5807, 1.1396, -2.9614], [1.2699, -1.9534, 0.9367], [0.3088, -3.7178, -1.5484], [-0.7366, -1.9385, -2.8072], [1.5379, 0.0245, -1.1001], [2.8510, -3.3254, 2.8001], [-0.7006, -4.1713, -3.6909], [-1.5835, 2.8527, 2.1432], [-1.1687, 4.1636, 1.5485], [0.3054, -5.6338, -2.4922], [2.8738, -2.3536, -0.4352], [-0.3048, 4.8243, -1.7030], [4.2606, -3.5518, 1.2059], [4.0363, 2.6293, -2.4513], [-0.7431, -2.0571, 3.7540], [-1.0626, -0.9066, -2.8704], [-2.2072, 0.6818, 3.3672], [2.1262, 0.7100, 0.8582], [-1.5811, -2.4944, -4.7021], [-1.2138, 5.5497, 3.1804], [-0.0366, 7.0765, -0.6745], [-4.6571, -2.3538, 1.3505], [2.7166, 1.2574, -4.0261], [3.4651, -3.8287, 3.5310], [-5.4573, -2.7029, -0.2360], [0.8353, -4.0724, -0.6760], [1.1788, -0.4486, -3.1755], [-0.9440, -4.8681, -4.4802], [-0.5283, 7.4452, 1.6971], [1.2720, -2.9670, 4.1814], [3.7260, 2.3755, -0.0234]], "lowdin_charge": [1.06, 0.56, 0.62, 1.06, 0.14, -0.02, -0.04, -0.13, 0.05, 0.01, -0.18, -0.36, -0.07, 0.03, -0.02, 0.00, -0.02, 0.00, -0.01, 0.02, 0.08, -0.09, -0.92, -0.02, 0.05, 0.00, -0.45, 0.03, 0.06, -0.29, -0.05, -0.12, -0.26, 0.01, -0.01, -0.37, -0.07, 0.13, 0.13, 0.13, 0.14, 0.15, 0.17, 0.11, 0.10, 0.13, 0.13, 0.14, 0.13, 0.05, 0.15, 0.14, 0.06, 0.11, 0.12, 0.13, 0.13, 0.14, 0.14], "e_homo_ev": [-17.037, -17.024], "gap_ev": [5.56, 3.35], "charge": 3, "spin_multiplicity": 2}

***

{"formula": "C26H30N4OP2PtS", "method": "ωB97M-V/def2-TZVPD", "elements": ["Pt", "S", "P", "P", "O", "N", "N", "N", "N", "C", "C", "C", "C", "C", "C", "C", "C", "C", "C", "C", "C", "C", "C", "C", "C", "C", "C", "C", "C", "C", "C", "C", "C", "C", "C", "H", "H", "H", "H", "H", "H", "H", "H", "H", "H", "H", "H", "H", "H", "H", "H", "H", "H", "H", "H", "H", "H", "H", "H", "H", "H", "H", "H", "H", "H"], "positions_angstrom": [[-0.0311, -0.2524, 0.0917], [-2.5509, 0.8199, -3.5962], [-0.8887, 1.8281, 0.8916], [-1.7868, -0.9741, 1.3732], [1.3530, -0.9857, 1.7221], [2.1979, 1.5118, -2.9843], [-1.0215, 0.2842, -1.6679], [1.5418, 0.6801, -1.0631], [0.8057, -2.1382, -0.5527], [1.6990, -4.6259, -1.3561], [-2.2816, 0.1981, -2.0576], [-1.3883, -1.1551, 3.1296], [-4.9165, 2.3020, 1.4638], [5.0925, 1.2225, -0.1004], [-0.2096, 0.8662, -2.6366], [-2.3096, -2.6368, 0.9201], [3.7881, 0.8351, 0.1170], [-0.8952, 1.2211, -3.7504], [-4.4614, -0.0729, 1.4865], [1.5311, -2.8896, 0.2773], [-5.3564, 0.9905, 1.5712], [1.8465, -2.3467, 1.6286], [-0.6625, 3.1673, -0.2944], [0.9522, -3.8348, -2.2263], [1.1749, 1.0234, -2.2781], [3.3267, 1.5055, -2.1677], [-0.1462, 2.4510, 2.4086], [-2.6655, 1.5472, 1.1375], [-3.5737, 2.5952, 1.2366], [5.5094, 1.7456, -1.3397], [1.9921, -4.1430, -0.0934], [0.5283, -2.6007, -1.7924], [2.8949, 0.9783, -0.9452], [-3.1163, 0.2105, 1.2904], [4.6498, 1.8835, -2.3994], [-4.8214, -1.0865, 1.6111], [-0.3844, 1.8221, 3.2639], [-6.4080, 0.7876, 1.7296], [2.9263, -2.3645, 1.7926], [2.1759, 1.8293, -3.9440], [2.5783, -4.7260, 0.6063], [-0.8090, 2.8387, -1.3192], [6.5396, 2.0513, -1.4584], [-1.3814, 3.9609, -0.0811], [-3.1442, -2.9577, 1.5471], [-1.4753, -3.3192, 1.0933], [-0.9918, -0.2410, 3.5665], [-0.6747, -1.9651, 3.2772], [-2.3211, -1.4156, 3.6365], [1.3873, -2.9758, 2.3965], [1.5517, -0.6294, 2.6003], [-0.0441, -1.9524, -2.4399], [0.9381, 2.5332, 2.3057], [-0.5150, 1.6893, -4.6463], [2.0538, -5.6016, -1.6637], [-3.2693, 3.6288, 1.1305], [0.3441, 3.5750, -0.1842], [-2.5980, -2.6978, -0.1299], [-0.5572, 3.4505, 2.5790], [-5.6249, 3.1156, 1.5552], [3.4533, 0.4535, 1.0716], [4.9991, 2.2481, -3.3559], [0.7008, -4.1748, -3.2214], [5.8216, 1.1420, 0.6941], [-3.0723, -0.2295, -1.4572]], "lowdin_charge": [1.25, 1.26, 0.86, 0.78, -0.18, 0.24, -0.16, 0.01, -0.05, 0.04, -0.39, -0.16, 0.01, -0.02, -0.32, -0.18, -0.01, -0.23, -0.02, -0.25, 0.01, -0.09, -0.16, 0.02, -0.29, -0.14, -0.17, -0.37, -0.03, -0.01, 0.05, -0.09, -0.19, -0.40, 0.04, 0.13, 0.05, 0.14, 0.16, 0.20, 0.15, 0.04, 0.14, 0.08, 0.09, 0.07, 0.05, 0.06, 0.10, 0.15, 0.14, 0.11, 0.08, 0.12, 0.15, 0.13, 0.09, 0.07, 0.10, 0.14, 0.10, 0.14, 0.14, 0.13, 0.10], "e_homo_ev": -19.384, "gap_ev": 5.19, "charge": 4}

***

Calculated energy above the lowest of the compared OMol25 structures with the same formula, charge and spin, 144.4, 74.9, 401.4, 80.1 kJ/mol (same order as the records).
Calculated calculated total energy, -1318.3675, -422.5143, -2780.3033, -2501.8706 Ha (same order as the records).
Calculated F_max, 4.0, 2.4, 5.0, 1.9 eV/A (same order as the records).